{"formula": "C12H19N6NiS2", "method": "ωB97M-V/def2-TZVPD", "total_charge": 1, "homo_ev": [-11.017, -11.059], "multiplicity": 3, "s_squared": 2.0093, "homo_lumo_gap_ev": [7.53, 7.09], "max_force_ha_per_bohr": 0.044, "elements": ["Ni", "N", "C", "S", "N", "N", "C", "C", "C", "C", "C", "C", "N", "H", "H", "H", "H", "H", "H", "H", "C", "C", "N", "C", "S", "N", "C", "C", "H", "H", "H", "H", "H", "H", "H", "H", "H", "H", "H", "H"], "positions_angstrom": [[-0.611, 0.924, 0.203], [-4.209, 0.554, 2.575], [-3.090, 0.850, 1.919], [-2.606, -0.201, 0.628], [-2.413, 1.923, 2.276], [-1.351, 2.226, 1.582], [-0.637, 3.289, 1.757], [0.481, 3.490, 0.861], [1.406, 4.522, 1.016], [2.456, 4.641, 0.123], [2.539, 3.747, -0.933], [1.562, 2.770, -1.048], [0.575, 2.619, -0.174], [-4.716, -0.286, 2.360], [-4.522, 1.147, 3.328], [-0.882, 4.010, 2.527], [1.303, 5.216, 1.832], [3.191, 5.423, 0.236], [3.332, 3.815, -1.660], [1.559, 2.107, -1.904], [1.071, -2.139, -3.255], [1.589, -2.265, -1.830], [1.125, -1.183, -0.965], [0.581, -1.310, 0.258], [0.992, -0.123, 1.454], [-0.163, -2.339, 0.645], [-1.003, -3.221, -0.151], [-0.730, -4.678, 0.184], [1.476, -2.950, -3.853], [1.390, -1.198, -3.696], [-0.014, -2.190, -3.291], [2.683, -2.225, -1.837], [1.300, -3.218, -1.392], [1.652, -0.321, -1.080], [-0.422, -2.304, 1.625], [-0.847, -3.018, -1.209], [-2.044, -2.978, 0.083], [0.296, -4.952, -0.045], [-1.394, -5.314, -0.391], [-0.906, -4.864, 1.240]], "nbo_charge": [1.21, -0.75, 0.33, -0.42, -0.42, -0.28, 0.01, 0.17, -0.21, -0.12, -0.24, 0.07, -0.55, 0.42, 0.42, 0.22, 0.24, 0.24, 0.24, 0.20, -0.61, -0.23, -0.60, 0.33, -0.28, -0.56, -0.23, -0.61, 0.23, 0.21, 0.21, 0.22, 0.21, 0.42, 0.43, 0.21, 0.23, 0.21, 0.23, 0.22]}